No. 1
The following is a DFT calculation (ωB97M-V/def2-TZVPD) of a structure of composition C5H5Br2N in a non-equilibrium geometry.

Last column: natural (NBO) charge in e.
Geometry (Å):
C (-1.0210, 0.9978, -0.0214)  -0.010
C (0.9724, 0.2231, -0.5494)  -0.270
C (-0.9938, -0.1294, 0.8303)  -0.131
C (0.4082, -0.6795, 0.5770)  -0.435
C (1.5176, -1.1467, 1.5485)  -0.035
N (0.0006, 1.2188, -0.7986)  -0.331
Br (1.0452, -2.4188, 2.8305)  0.118
Br (3.0816, -2.0403, 0.4469)  -0.051
H (-1.8742, 1.7522, -0.0581)  0.205
H (1.8508, 0.8529, -0.2515)  0.233
H (1.2352, -0.4595, -1.3553)  0.231
H (-1.7293, -0.5605, 1.3395)  0.207
H (0.2654, -1.7063, 0.1929)  0.267

The gap between HOMO and LUMO (spin up / spin down) comes out at 7.33 / 7.98 eV. The calculation puts the energy above the lowest of the compared OMol25 structures with the same formula, charge and spin at 356.5 kJ/mol. The multiplicity is 1.

***

No. 2
The following is a DFT calculation (ωB97M-V/def2-TZVPD) of a cluster of 2 separate species, C5H8N2 in total.

Last column: natural (NBO) charge in e.
Geometry (Å):
C (-1.5064, -1.1014, 0.6836)  -0.680
C (-1.1145, 0.3194, 0.5865)  0.272
N (-0.3524, 1.1687, 1.1094)  -0.350
C (-1.2087, 1.6099, -0.0647)  -0.327
H (-2.5756, -1.1836, 0.9042)  0.238
H (-0.9310, -1.6021, 1.4664)  0.237
H (-1.3114, -1.5931, -0.2747)  0.258
H (-0.6887, 1.7976, -1.0058)  0.174
H (-2.0293, 2.2934, 0.1546)  0.180
C (2.5036, -0.0133, 0.1621)  -0.651
C (1.7400, -0.5166, -0.7735)  0.427
N (0.9841, -1.0517, -1.5870)  -0.669
H (3.5629, -0.2391, 0.1914)  0.244
H (2.0553, 0.6413, 0.9033)  0.272
H (0.8721, -0.5293, -2.4558)  0.375

The gap between HOMO and LUMO comes out at 10.16 eV. Its SMILES is CC1=NC1.C=C=N. The calculation puts the energy above the lowest of the compared OMol25 structures with the same formula, charge and spin at 322.4 kJ/mol. The multiplicity is 1.

***

No. 3
The following is a DFT calculation (ωB97M-V/def2-TZVPD) of an isolated molecule of C3H7N3O4 in a non-equilibrium geometry.

Last column: natural (NBO) charge in e.
Geometry (Å):
N (0.2708, 1.5712, -0.6278)  -0.879
C (0.4697, 0.0388, -0.3659)  -0.173
C (-0.4133, -0.5441, 0.7796)  -0.281
N (-1.7834, -0.0640, 0.4999)  0.030
O (-2.1937, 1.2233, 0.7647)  -0.530
N (-2.6532, -0.5877, -0.3630)  0.228
O (-2.2909, -1.6832, -0.8641)  -0.448
C (1.9328, -0.3483, -0.0204)  0.764
O (2.9055, 0.4629, -0.2032)  -0.603
O (1.9895, -1.6290, 0.3395)  -0.649
H (1.1252, 2.0171, -0.2123)  0.404
H (0.1224, 1.8032, -1.6378)  0.389
H (0.1344, -0.5498, -1.2430)  0.249
H (-0.3791, -1.6569, 0.7050)  0.267
H (-0.2971, -0.2146, 1.7886)  0.232
H (-1.8028, 1.7812, -0.0902)  0.494
H (2.8633, -1.6200, 0.7503)  0.505

The gap between HOMO and LUMO comes out at 9.81 eV. Its SMILES is N[C@H](CN(O)N=O)C(=O)O. The calculation puts the energy above the lowest of the compared OMol25 structures with the same formula, charge and spin at 395.9 kJ/mol. The multiplicity is 1.

***

No. 4
The following is a DFT calculation (ωB97M-V/def2-TZVPD) of an isolated molecule of C5H9N.

Last column: natural (NBO) charge in e.
Geometry (Å):
C (-2.1514, -0.1970, 0.4001)  -0.601
C (-0.8554, 0.5491, 0.0963)  -0.395
C (0.3442, -0.3801, -0.0587)  -0.396
C (1.6226, 0.4174, -0.2964)  -0.228
C (3.4725, -1.2216, -0.8770)  0.288
N (2.7653, -0.4472, -0.3549)  -0.531
H (-2.0642, -0.7766, 1.3261)  0.205
H (-2.9891, 0.4981, 0.5197)  0.213
H (-2.4073, -0.8937, -0.4064)  0.205
H (-0.6433, 1.2625, 0.9030)  0.195
H (-0.9803, 1.1462, -0.8177)  0.198
H (0.4743, -0.9904, 0.8427)  0.208
H (0.1745, -1.0834, -0.8854)  0.209
H (1.7441, 1.1991, 0.4710)  0.214
H (1.5986, 0.9045, -1.2701)  0.215

The gap between HOMO and LUMO comes out at 12.06 eV. The calculation puts the energy above the lowest of the compared OMol25 structures with the same formula, charge and spin at 106.7 kJ/mol. The multiplicity is 1.

***

No. 5
The following is a DFT calculation (ωB97M-V/def2-TZVPD) of a structure of composition C24H19BiN3O2SSe4 in a non-equilibrium geometry.

Last column: natural (NBO) charge in e.
Geometry (Å):
Bi (0.2386, -1.4937, -1.6916)  1.569
C (4.4921, 0.8426, 4.3700)  -0.629
C (4.0235, 0.8456, 2.9406)  -0.006
C (4.2543, -0.2386, 2.1093)  -0.194
C (3.8216, -0.2338, 0.7903)  -0.188
C (3.1413, 0.8609, 0.3003)  -0.295
C (2.9064, 1.9693, 1.1120)  -0.213
C (3.3468, 1.9528, 2.4209)  -0.215
S (2.5232, 0.8217, -1.3570)  2.333
O (2.8011, 2.0988, -1.9542)  -0.948
O (3.0193, -0.3833, -1.9774)  -0.945
N (0.9190, 0.5726, -1.2282)  -1.066
C (-0.0404, 1.6143, -1.2757)  0.186
C (0.2047, 2.9440, -1.0063)  -0.219
C (-0.8254, 3.9027, -1.0615)  -0.212
C (-2.1057, 3.5210, -1.3152)  -0.185
C (-2.4139, 2.1532, -1.5478)  -0.136
C (-3.7147, 1.6969, -1.5922)  -0.045
C (-3.8312, -0.6565, -0.3547)  -0.194
C (-3.2625, -1.7429, -1.2905)  -0.232
N (-1.5175, -0.0779, -2.0455)  -0.648
C (-1.3424, 1.2003, -1.6426)  0.230
H (4.8623, -0.1406, 4.6578)  0.222
H (3.6825, 1.1147, 5.0493)  0.215
H (5.2994, 1.5634, 4.5175)  0.215
H (4.7565, -1.1255, 2.4771)  0.239
H (4.0138, -1.0968, 0.1693)  0.270
H (2.3888, 2.8369, 0.7307)  0.214
H (3.1588, 2.8119, 3.0552)  0.204
H (1.2043, 3.2822, -0.7988)  0.235
H (-0.5812, 4.9383, -0.8651)  0.216
H (-2.9242, 4.2305, -1.2972)  0.211
H (-4.5401, 2.3915, -1.4956)  0.214
H (-4.7799, -0.8745, 0.1398)  0.223
H (-4.0803, -2.3002, -1.7501)  0.225
Se (2.6772, -3.4100, -0.8809)  -0.061
Se (3.9572, -3.7817, 0.9756)  -0.611
Se (1.5729, -6.9074, -1.5188)  -0.542
Se (0.8834, -4.9432, -0.6645)  -0.126
C (-2.4232, -4.0063, -0.8670)  -0.333
C (-2.2768, -2.6899, -0.6955)  -0.081
C (-2.8457, -0.6102, -2.2829)  -0.036
C (-3.9575, 0.2518, -1.6419)  -0.272
C (-2.8044, -0.2367, 0.6609)  -0.217
C (-1.6349, -0.8728, 0.8614)  -0.077
C (-1.1975, -2.0501, 0.1045)  -0.599
C (-3.1392, 0.8931, 1.4852)  0.288
N (-3.4429, 1.7758, 2.1595)  -0.345
H (-3.2410, -4.3886, -1.4668)  0.191
H (-1.7604, -4.7283, -0.4147)  0.229
H (-2.9625, -0.8677, -3.3404)  0.205
H (-4.9189, 0.0152, -2.1017)  0.229
H (-0.9661, -0.4951, 1.6270)  0.234
H (-0.6186, -2.7495, 0.7078)  0.275

The gap between HOMO and LUMO (spin up / spin down) comes out at 3.91 / 1.99 eV. The calculation puts the energy above the lowest of the compared OMol25 structures with the same formula, charge and spin at 0.0 kJ/mol. The multiplicity is 1. Its total charge is -1.

***

No. 6
The following is a DFT calculation (ωB97M-V/def2-TZVPD) of a structure of composition C4H13NOS in a non-equilibrium geometry.

Last column: natural (NBO) charge in e.
Geometry (Å):
C (-1.9977, -0.4896, -1.4253)  -0.069
O (-3.2246, -1.0631, -0.9744)  -0.731
C (-0.9732, -1.5858, -1.3658)  -0.253
N (0.3471, -1.0620, -1.7093)  -0.861
H (-1.7627, 0.4216, -0.8660)  0.157
H (-2.1216, -0.1850, -2.4674)  0.175
H (-3.9455, -0.4288, -1.0445)  0.470
H (-0.9611, -2.1591, -0.4298)  0.177
H (-1.2256, -2.3483, -2.1089)  0.205
H (-0.7109, -0.3583, 0.6760)  0.149
H (1.0121, -1.7836, -1.9544)  0.362
H (0.7308, -0.5452, -0.9079)  0.370
C (2.5890, 1.7049, 1.8920)  -0.641
C (1.1022, 1.4471, 1.8537)  -0.521
S (0.8514, -0.3156, 1.4535)  -0.089
H (3.0497, 1.3720, 0.9447)  0.219
H (3.1644, 1.0707, 2.5684)  0.219
H (2.9531, 2.7389, 2.0036)  0.228
H (0.5621, 1.9969, 1.0753)  0.221
H (0.5610, 1.5722, 2.7864)  0.214

The gap between HOMO and LUMO comes out at 9.18 eV. The calculation puts the energy above the lowest of the compared OMol25 structures with the same formula, charge and spin at 230.4 kJ/mol. The multiplicity is 1.